17
Properties=species:S:1:pos:R:3 method="wB97M-V/def2-TZVPD" lumo_ev=1.199 homo_lumo_gap_ha=0.3924 e_tot_ha=-309.7124 multiplicity=1 charge=0 e_above_lowest_ev=3.535 smiles=C1[C@H]2[C@@H]1[C@H]1OC[C@@H]21.[H][H]
C 1.003 -0.408 -0.713
C 0.609 0.025 0.662
C 0.168 0.823 -0.566
C -1.292 0.464 -0.251
O -1.826 -0.713 -0.883
C -1.509 -1.518 0.274
C -0.856 -0.323 0.985
H 2.044 -0.224 -0.963
H 0.587 -1.300 -1.174
H 1.350 0.296 1.409
H 0.508 1.791 -0.923
H -1.998 1.299 -0.218
H -0.860 -2.365 0.021
H -2.420 -1.890 0.756
H -1.199 -0.067 1.988
H 3.116 1.829 -0.317
H 2.574 2.282 -0.086

17
Properties=species:S:1:pos:R:3 method="wB97M-V/def2-TZVPD" lumo_ev=1.121 homo_lumo_gap_ha=0.4002 e_tot_ha=-309.7942 multiplicity=1 charge=0 e_above_lowest_ev=1.310 smiles="O=CCCC1CC1"
O 1.423 -1.273 1.957
C 2.073 -0.993 0.976
C 1.606 0.023 -0.024
C 0.425 0.881 0.441
C -0.757 0.740 -0.539
C -1.369 -0.592 -0.988
C -2.078 0.289 -0.003
H 3.017 -1.538 0.743
H 2.449 0.479 -0.565
H 0.971 -0.499 -0.724
H 0.728 1.924 0.532
H 0.090 0.506 1.415
H -0.787 1.495 -1.322
H -1.785 -0.669 -1.999
H -0.971 -1.539 -0.628
H -2.976 0.812 -0.303
H -2.058 -0.045 1.032

17
Properties=species:S:1:pos:R:3 method="wB97M-V/def2-TZVPD" lumo_ev=0.594 homo_lumo_gap_ha=0.3336 e_tot_ha=-309.6409 multiplicity=1 charge=0 e_above_lowest_ev=5.482
C 1.843 -0.685 0.089
C 0.626 0.130 0.508
C 0.373 1.420 -0.340
C -1.147 1.645 -0.515
C -1.537 0.521 0.022
C -0.723 -0.667 0.434
O -0.759 -1.739 -0.483
H 1.751 -1.025 -0.948
H 2.757 -0.085 0.162
H 1.973 -1.574 0.715
H 0.744 0.437 1.555
H 0.815 1.327 -1.343
H 0.852 2.299 0.110
H -2.964 0.088 -0.366
H -2.979 0.388 0.370
H -0.975 -1.111 1.400
H -0.648 -1.369 -1.369